# 1
An isolated molecule of C10H8O2 in a non-equilibrium geometry. Source: the OMol25 dataset; level of theory: the ωB97M-V functional and the def2-TZVPD basis.

```
20
Properties=species:S:1:pos:R:3:nbo_charge:R:1
C -0.39 -3.45 -1.87 -0.656
C -0.31 -2.28 -1.02 -0.080
C -1.48 -1.94 -0.15 -0.126
C -1.54 -0.88 0.70 -0.305
C -0.55 0.13 0.64 0.382
O -0.21 1.16 1.48 -0.471
C 0.63 2.18 1.20 0.720
O 0.58 3.06 1.92 -0.554
C 1.45 2.20 0.01 -0.332
C 1.30 1.12 -0.79 -0.130
C 0.25 0.26 -0.56 -0.162
C 0.40 -1.08 -1.24 -0.122
H 0.05 -3.40 -2.93 0.234
H -1.48 -3.40 -2.27 0.227
H -0.33 -4.50 -1.49 0.239
H -2.36 -2.63 -0.01 0.216
H -2.31 -0.85 1.44 0.237
H 1.70 3.32 0.03 0.268
H 1.94 1.11 -1.59 0.217
H 1.20 -1.07 -1.95 0.196
```

Computed properties:
Relative energy (zero: lowest compared OMol25 entry of this formula, charge and spin) in kcal/mol: 84.2
E_LUMO in eV: -0.35
SMILES: Cc1ccc2oc(=O)ccc2c1
Total energy in eV: -14591.3867
HOMO level in eV: -8.485


# 2
A cluster of 3 separate species, C17H22BrN3O3 in total in a non-equilibrium geometry. Source: the OMol25 dataset; level of theory: the ωB97M-V functional and the def2-TZVPD basis.

```
46
Properties=species:S:1:pos:R:3:nbo_charge:R:1
N 7.46 -2.48 1.27 -0.930
C 6.88 -1.49 0.25 0.702
O 7.37 -1.41 -1.01 -0.564
C 5.59 -0.53 0.72 -0.506
C 4.35 -0.64 -0.35 -0.457
C 2.93 -1.17 0.32 -0.068
C 2.78 -2.49 1.02 -0.128
Br 4.29 -3.79 1.22 0.102
C 1.32 -2.94 1.66 0.484
O 1.36 -3.73 2.73 -0.493
C -0.02 -2.41 0.88 -0.251
C 0.08 -1.08 0.16 -0.248
C 1.54 -0.26 0.22 0.508
O 1.54 1.09 0.14 -0.516
H 8.51 -2.34 1.35 0.395
H 7.27 -3.47 0.96 0.394
H 5.96 0.56 0.95 0.261
H 5.20 -1.00 1.74 0.247
H 4.61 -1.24 -1.33 0.270
H 4.13 0.47 -0.71 0.257
H -1.01 -3.03 0.85 0.275
H -0.86 -0.68 -0.44 0.266
C -3.82 2.71 3.11 -0.613
C -2.41 2.33 2.67 -0.384
C -2.38 1.63 1.31 -0.527
C -3.20 0.35 1.37 0.302
N -3.88 -0.71 1.41 -0.384
H -4.46 1.84 3.23 0.214
H -3.79 3.23 4.08 0.217
H -4.29 3.38 2.38 0.204
H -1.97 1.67 3.44 0.207
H -1.79 3.23 2.63 0.216
H -1.35 1.39 1.04 0.262
H -2.79 2.29 0.54 0.276
C -3.83 1.21 -4.68 -0.614
C -3.77 0.13 -3.60 -0.384
C -4.12 0.66 -2.21 -0.512
C -3.13 1.74 -1.81 0.306
N -2.31 2.63 -1.48 -0.368
H -3.09 2.00 -4.49 0.219
H -3.60 0.78 -5.66 0.219
H -4.82 1.67 -4.73 0.205
H -2.77 -0.32 -3.59 0.208
H -4.48 -0.67 -3.87 0.215
H -4.09 -0.16 -1.48 0.268
H -5.14 1.08 -2.20 0.250
```

Computed properties:
Relative energy (zero: lowest compared OMol25 entry of this formula, charge and spin) in kcal/mol: 277.7
E_LUMO in eV: -2.05
SMILES: NC(=O)CCC1=C(Br)C(=O)C=CC1=O.CCCC#N.CCCC#N
Total energy in eV: -98630.8707
HOMO level in eV: -9.830


- Look up the HOMO level of the first one.
  -8.485 eV


- The lowest E_LUMO belongs to which entry?
  C17H22BrN3O3


Repeat the second record exactly.
A cluster of 3 separate species, C17H22BrN3O3 in total in a non-equilibrium geometry. Source: the OMol25 dataset; level of theory: the ωB97M-V functional and the def2-TZVPD basis.

```
46
Properties=species:S:1:pos:R:3:nbo_charge:R:1
N 7.46 -2.48 1.27 -0.930
C 6.88 -1.49 0.25 0.702
O 7.37 -1.41 -1.01 -0.564
C 5.59 -0.53 0.72 -0.506
C 4.35 -0.64 -0.35 -0.457
C 2.93 -1.17 0.32 -0.068
C 2.78 -2.49 1.02 -0.128
Br 4.29 -3.79 1.22 0.102
C 1.32 -2.94 1.66 0.484
O 1.36 -3.73 2.73 -0.493
C -0.02 -2.41 0.88 -0.251
C 0.08 -1.08 0.16 -0.248
C 1.54 -0.26 0.22 0.508
O 1.54 1.09 0.14 -0.516
H 8.51 -2.34 1.35 0.395
H 7.27 -3.47 0.96 0.394
H 5.96 0.56 0.95 0.261
H 5.20 -1.00 1.74 0.247
H 4.61 -1.24 -1.33 0.270
H 4.13 0.47 -0.71 0.257
H -1.01 -3.03 0.85 0.275
H -0.86 -0.68 -0.44 0.266
C -3.82 2.71 3.11 -0.613
C -2.41 2.33 2.67 -0.384
C -2.38 1.63 1.31 -0.527
C -3.20 0.35 1.37 0.302
N -3.88 -0.71 1.41 -0.384
H -4.46 1.84 3.23 0.214
H -3.79 3.23 4.08 0.217
H -4.29 3.38 2.38 0.204
H -1.97 1.67 3.44 0.207
H -1.79 3.23 2.63 0.216
H -1.35 1.39 1.04 0.262
H -2.79 2.29 0.54 0.276
C -3.83 1.21 -4.68 -0.614
C -3.77 0.13 -3.60 -0.384
C -4.12 0.66 -2.21 -0.512
C -3.13 1.74 -1.81 0.306
N -2.31 2.63 -1.48 -0.368
H -3.09 2.00 -4.49 0.219
H -3.60 0.78 -5.66 0.219
H -4.82 1.67 -4.73 0.205
H -2.77 -0.32 -3.59 0.208
H -4.48 -0.67 -3.87 0.215
H -4.09 -0.16 -1.48 0.268
H -5.14 1.08 -2.20 0.250
```

Computed properties:
Relative energy (zero: lowest compared OMol25 entry of this formula, charge and spin) in kcal/mol: 277.7
E_LUMO in eV: -2.05
SMILES: NC(=O)CCC1=C(Br)C(=O)C=CC1=O.CCCC#N.CCCC#N
Total energy in eV: -98630.8707
HOMO level in eV: -9.830